Entry 1:
Computed, not measured: C4H7NO2 as an isolated structure, with ωB97M-V with the def2-TZVPD basis set.

Its orbital gap (alpha / beta) is 0.313 / 0.313 Ha. For the HOMO energy (alpha / beta), the calculation gives -8.04 / -8.04 eV. As for the LUMO energy (alpha / beta): 0.484 / 0.484 eV.

```
14
Properties=species:S:1:pos:R:3:forces:R:3:lowdin_charge:R:1
C 0.23115 0.31038 -0.77021 -4.27 0.71 1.82 -0.2689
C 0.79720 -0.01870 0.45849 4.69 -0.52 -1.56 -0.1413
C -2.30228 0.31571 0.13882 -0.04 0.52 -0.39 -0.1572
C 1.00473 -0.13691 1.74008 -0.49 -0.05 -0.17 0.0934
O -0.22056 -0.69979 -1.55187 0.32 0.44 -0.03 0.0375
O 2.28481 -0.15796 -0.61494 -0.66 -0.61 1.87 -0.1786
N -1.24534 0.90514 0.48147 0.10 -0.29 -1.91 0.0212
H 0.01527 -0.49540 -2.46814 -0.21 -0.05 0.16 0.1303
H 2.47830 -1.10837 -0.62200 0.03 0.19 -0.05 0.0294
H 0.43338 1.27969 -1.20965 0.15 -0.18 0.07 0.1546
H -2.36705 -0.47834 -0.62577 0.15 0.11 0.02 0.0578
H -3.27624 0.68142 0.50208 0.21 -0.34 0.39 0.0592
H 0.20813 0.09733 2.43719 0.02 -0.12 -0.11 0.0775
H 1.95850 -0.49421 2.10445 0.00 0.19 -0.10 0.0849
```
Forces are in eV/Å.

***

Entry 2:
Computed, not measured: C4H6N2O in the gas phase, with ωB97M-V with the def2-TZVPD basis set.

Its orbital gap (alpha / beta) is 0.254 / 0.244 Ha. For the HOMO energy (alpha / beta), the calculation gives -6.19 / -6.04 eV. As for the LUMO energy (alpha / beta): 0.721 / 0.589 eV.

```
13
Properties=species:S:1:pos:R:3:forces:R:3:lowdin_charge:R:1
N -0.69048 -0.49615 -1.89161 -0.54 0.14 0.16 0.0493
C 0.05690 0.09993 -0.87018 0.82 0.89 0.41 -0.3043
C -0.36896 0.67501 0.57275 -2.45 -0.31 -0.22 -0.3445
O -0.83346 1.91617 0.75606 0.32 0.08 -0.46 0.0845
C -0.33115 -0.28626 1.51409 1.10 1.21 -0.16 0.0326
C 1.04870 -0.45776 0.96663 0.56 -2.44 0.38 -0.1433
N 1.13368 -0.62174 -0.38200 0.18 0.23 0.50 -0.0048
H -1.34924 0.13724 -2.32001 0.14 -0.14 -0.12 0.0700
H -1.09992 -1.41926 -1.76616 -0.07 0.14 0.30 0.0750
H -0.44577 2.48088 0.06622 -0.32 -0.14 -0.31 0.1139
H -0.58649 -0.22312 2.56968 0.04 0.05 -0.27 0.1020
H 1.90372 -0.38640 1.63197 0.05 -0.33 -0.25 0.1165
H 1.56246 -1.41852 -0.84744 0.16 0.62 0.05 0.1530
```
Forces are in eV/Å.

***

Entry 3:
Computed, not measured: C17H34BeOP2 as an isolated structure, with ωB97M-V with the def2-TZVPD basis set.

Its orbital gap (alpha / beta) is 0.187 / 0.179 Ha. For the HOMO energy (alpha / beta), the calculation gives -5.41 / -5.21 eV. As for the LUMO energy (alpha / beta): -0.331 / -0.328 eV.

```
55
Properties=species:S:1:pos:R:3:forces:R:3:lowdin_charge:R:1
P -0.78567 1.62678 1.18413 1.37 0.53 -2.01 0.9196
P -1.34093 -0.49717 -1.42200 0.06 0.34 -1.27 0.9007
C -1.98037 1.93323 -0.15280 -0.39 0.18 0.25 -0.3665
C -2.55787 0.62269 -0.68926 -1.02 0.76 0.14 -0.4097
H -1.52953 2.53861 -0.94269 0.13 -0.18 0.10 0.0738
H -2.77028 2.54742 0.29585 -0.12 0.01 -0.14 0.0839
H -3.09506 0.08976 0.10077 0.01 0.09 0.00 0.0651
H -3.29231 0.85765 -1.46369 -0.30 0.08 0.16 0.0795
C -1.59666 0.09413 -3.15984 -0.26 -0.02 -0.10 -0.2255
H -0.88283 -0.29912 -3.89747 -0.41 0.10 0.50 0.0163
H -1.51725 1.19081 -3.16307 -0.10 -0.31 0.02 0.0462
H -2.60871 -0.20708 -3.45099 0.02 0.21 -0.18 0.0362
C -2.37392 -2.00304 -1.37378 -0.57 -0.07 -0.21 -0.2427
H -3.16429 -1.87551 -2.12262 -0.18 -0.44 0.25 0.0376
H -2.80429 -2.06689 -0.36701 -0.03 -0.16 -0.23 0.0389
H -1.80284 -2.91628 -1.57345 -0.23 0.24 0.00 0.0316
C -0.14974 3.26652 1.59614 -0.74 0.56 0.66 -0.2249
H 0.41495 3.20639 2.54009 -0.12 0.19 -0.34 0.0563
H -0.99308 3.96981 1.69392 0.44 0.04 0.17 0.0504
H 0.51416 3.59737 0.77638 -0.37 -0.30 0.41 0.0557
C -1.91554 0.94727 2.43616 -0.70 0.78 0.70 -0.2664
H -2.27202 -0.05983 2.17621 0.21 0.24 -0.06 0.0424
H -2.79649 1.59714 2.41626 -0.34 0.01 0.28 0.0623
H -1.48908 0.97455 3.44782 -0.16 0.03 -0.21 0.0234
Be -0.28026 -0.79835 2.87588 1.92 -2.05 0.77 0.3395
C 0.68507 -1.66070 -2.03046 1.41 -0.88 -2.84 -0.2359
C 1.07718 -1.20987 -3.31207 -0.66 -1.05 2.65 -0.1634
C 1.76364 0.08152 -3.58846 0.83 0.73 0.30 -0.2224
C 2.07606 1.00879 -2.35719 -0.39 -1.44 -1.15 -0.2083
C 0.87047 1.35720 -1.51872 -0.95 1.04 0.77 -0.2405
C 1.00664 1.10950 -0.11288 0.22 -1.32 0.74 -0.3024
C 0.85031 -0.38002 0.36059 1.08 -0.75 -0.38 -0.3506
C 1.32303 -1.47943 -0.62589 -0.17 -0.39 0.27 -0.1931
C 0.72481 -0.33069 4.30140 -0.58 2.45 0.77 -0.2080
H 0.04434 -2.58556 -2.09579 0.90 0.96 0.10 0.0801
H 0.65426 -1.67128 -4.24336 0.28 0.07 1.24 0.1087
H 1.04678 0.60633 -4.24551 0.45 0.28 0.10 0.0998
H 2.71075 -0.02010 -4.15736 -0.45 -0.24 -0.03 0.1055
H 2.90551 0.60904 -1.73145 -0.54 -0.06 -0.45 0.1099
H 2.49853 1.93201 -2.79578 -0.25 -0.15 0.32 0.1059
H 0.33069 2.28195 -1.82048 1.07 0.06 0.33 0.0710
H 1.81187 1.68408 0.41711 -1.47 0.10 0.57 0.1152
H -0.26280 -0.60312 0.58495 2.06 0.07 -0.36 0.0156
H 1.43286 -0.55877 1.29589 -0.30 0.38 -0.48 0.0700
H 2.41750 -1.46795 -0.62517 -0.03 0.17 -0.55 0.1067
H 1.09477 -2.43206 -0.11878 0.02 0.23 -0.02 0.1058
H 0.93557 -1.05543 5.09416 -0.30 0.14 -0.11 0.0388
H 0.12384 0.45361 4.82118 -0.06 0.52 0.18 -0.0068
H 1.67387 0.18875 4.07853 -0.24 -0.09 0.13 0.0377
C 2.64315 -2.40527 2.80080 0.89 -0.17 -0.63 -0.0648
C 1.29412 -1.92694 3.22217 -0.63 -2.87 -1.20 -0.3242
O 0.18595 -2.34119 2.64516 1.04 1.08 -0.07 -0.1159
H 2.98928 -1.78981 1.94438 -0.23 -0.43 0.00 0.0728
H 2.70270 -3.48290 2.52305 -0.38 0.62 -0.05 0.0929
H 3.45914 -2.24855 3.52903 -0.73 0.10 0.19 0.0763
```
Forces are in eV/Å.

***

Entry 4:
Computed, not measured: C4H7O2Sc as an isolated structure, with ωB97M-V with the def2-TZVPD basis set.

Its orbital gap (alpha / beta) is 0.122 / 0.123 Ha. For the HOMO energy (alpha / beta), the calculation gives -15.84 / -15.85 eV. The net charge is +2. As for the LUMO energy (alpha / beta): -12.521 / -12.502 eV.

```
14
Properties=species:S:1:pos:R:3:forces:R:3:lowdin_charge:R:1
C -0.69671 0.29814 -0.12596 0.44 0.36 -0.46 -0.0153
C 0.48277 -0.23261 0.21618 0.09 -0.72 0.50 -0.0855
C 1.79788 0.36719 -0.15767 -0.02 1.79 3.24 -0.2834
O 2.51121 -0.37844 -1.06305 6.41 -2.42 -2.38 -0.2195
Sc 4.42209 -0.85619 -1.21372 -5.49 1.27 0.38 1.8983
H -0.72525 1.25240 -0.66570 -0.10 -0.25 0.14 0.1406
H 0.51235 -1.15646 0.80616 0.04 0.22 -0.30 0.1262
H 1.63372 1.40830 -0.49984 0.35 -0.45 -0.20 0.1503
H 2.60181 0.43615 0.75402 -1.88 0.14 -1.12 0.1707
O -3.05034 0.58283 0.36802 0.49 -0.16 -0.03 -0.0312
C -2.02192 -0.35963 0.11414 -0.60 -0.10 0.45 -0.2339
H -1.93837 -1.08924 0.93686 0.02 0.10 -0.31 0.1372
H -3.19431 0.63561 1.31756 -0.08 0.12 0.01 0.1017
H -2.33493 -0.90805 -0.78699 0.32 0.07 0.09 0.1440
```
Forces are in eV/Å.

***

Entry 5:
Computed, not measured: a 2-piece molecular cluster, C8H8N4O4 overall, with ωB97M-V with the def2-TZVPD basis set.

Its orbital gap is 0.355 Ha. For the HOMO energy, the calculation gives -9.41 eV. As for the LUMO energy: 0.241 eV. The SMILES is O=c1cc[nH]c(=O)[nH]1.O=c1cc[nH]c(=O)[nH]1.

```
24
Properties=species:S:1:pos:R:3:forces:R:3:lowdin_charge:R:1
O 1.33315 2.10222 1.56420 0.31 -1.09 -0.62 0.0457
C 1.70826 1.23953 0.76526 0.28 0.21 2.06 -0.4935
C 1.87838 1.46293 -0.62477 -0.10 1.58 -0.68 -0.0807
C 2.21578 0.45279 -1.43018 0.13 -0.47 -3.16 -0.0993
N 2.43258 -0.80613 -1.01066 3.19 -0.88 0.57 0.0810
C 2.14769 -1.19414 0.33186 1.05 0.05 0.30 -0.5110
O 2.14876 -2.34938 0.70992 0.21 1.27 -0.39 0.0883
N 1.99680 -0.07916 1.18277 0.15 -0.07 -0.08 0.2055
H 1.58585 2.47020 -0.99053 0.62 -0.85 0.13 0.1409
H 2.14086 0.58156 -2.57554 0.57 -0.20 2.01 0.1715
H 2.63934 -1.60823 -1.62662 -0.37 1.06 0.45 0.1790
H 1.86430 -0.28491 2.17137 -0.01 0.04 -0.40 0.1691
O -4.13327 -1.18796 0.54890 1.08 -1.31 0.22 0.0704
C -3.12983 -0.59411 0.19818 -3.08 2.48 -0.68 -0.4939
C -3.30962 0.82820 -0.14653 3.14 -0.04 -0.13 0.0338
C -2.20574 1.56589 -0.47159 -1.98 -1.64 1.54 -0.0415
N -0.96044 1.00553 -0.41556 1.89 0.23 -0.21 0.1325
C -0.72873 -0.34387 -0.33518 -0.34 -0.35 -1.95 -0.3473
O 0.38182 -0.83814 -0.66600 -7.16 0.23 1.23 -0.0158
N -1.91150 -1.07370 -0.11439 3.23 -3.37 -0.30 0.2149
H -4.29632 1.15828 -0.04266 -1.06 0.80 -0.11 0.0981
H -2.27749 2.60460 -0.60468 0.22 1.18 -0.43 0.1130
H -0.07488 1.56215 -0.57080 -1.71 -0.79 0.07 0.1275
H -1.78452 -2.12665 -0.23417 -0.27 1.95 0.58 0.2120
```
Forces are in eV/Å.

***

Entry 6:
Computed, not measured: an isolated ion of composition C5H10NO2 and charge +1, with ωB97M-V with the def2-TZVPD basis set.

Its orbital gap is 0.222 Ha. For the HOMO energy, the calculation gives -13.87 eV. The net charge is +1. As for the LUMO energy: -7.815 eV.

```
18
Properties=species:S:1:pos:R:3:forces:R:3:lowdin_charge:R:1
O 1.77450 0.50190 -2.88125 -0.15 0.33 1.08 0.1470
C 0.99424 1.01571 -2.13267 -0.67 0.70 -1.97 -0.2357
C 0.90797 0.85733 -0.65013 2.67 -0.78 2.31 -0.3044
C -0.33181 -0.04177 -0.49696 -2.43 0.21 0.64 -0.1161
C -1.17605 0.16443 0.71240 -1.63 -0.40 -1.95 0.2342
C -1.30502 -0.71254 1.92901 0.95 -0.56 0.01 -0.1869
O -1.32123 -2.04477 1.47520 1.67 -0.44 -0.02 0.0087
N 2.06279 0.08561 -0.13649 -2.03 -0.19 1.60 0.0744
H 0.10397 1.58635 -2.52917 0.53 -0.07 0.05 0.1498
H 0.73142 1.74285 -0.03647 0.12 0.60 -0.86 0.1509
H 0.07244 -1.00737 -0.53738 0.47 -1.53 0.04 0.1224
H -0.96579 0.16380 -1.40425 0.14 -0.14 0.92 0.1574
H -2.05904 0.82017 0.44102 1.19 0.01 1.04 0.1715
H -0.36838 -0.60050 2.57506 -1.25 0.01 -0.53 0.1846
H -2.23739 -0.68648 2.49494 0.18 1.52 0.21 0.1473
H -1.91598 -2.18307 0.74923 -0.77 -0.13 -0.52 0.1047
H 2.94907 0.34817 -0.47735 0.98 0.48 -0.62 0.0762
H 2.08429 -0.00981 0.90527 0.03 0.37 -1.45 0.1141
```
Forces are in eV/Å.